(1)
Formula: C17H20AsN3ORuS
Source: the Open Molecules 2025 dataset
Level of theory: wB97M-V/def2-TZVPD

Atoms and positions in Å:
Ru: -0.510 -0.234 -0.770
N: -3.098 2.204 1.693
C: -2.384 1.664 0.727
S: -0.011 -0.836 1.151
N: -1.430 2.394 0.180
N: -0.618 1.767 -0.671
C: 0.154 2.599 -1.384
C: 1.007 2.266 -2.429
C: 1.727 3.336 -3.049
C: 2.510 3.102 -4.127
C: 2.615 1.776 -4.665
C: 1.951 0.722 -4.118
C: 1.147 0.921 -2.977
O: 0.552 -0.092 -2.450
H: -3.885 1.725 2.101
H: -2.878 3.131 2.040
H: 0.051 3.645 -1.119
H: 1.634 4.334 -2.643
H: 3.055 3.911 -4.593
H: 3.245 1.613 -5.531
H: 2.032 -0.280 -4.513
C: -4.179 0.281 -1.176
As: -2.753 -0.183 0.032
C: -3.477 -1.135 1.534
C: -2.542 -2.748 -1.293
C: -3.817 -3.325 -1.111
C: -4.850 -3.123 -2.060
C: -6.090 -3.692 -1.875
C: -6.335 -4.481 -0.750
C: -5.325 -4.715 0.184
C: -4.082 -4.148 0.011
H: -4.686 -0.633 -1.477
H: -3.765 0.786 -2.046
H: -4.874 0.940 -0.657
H: -4.536 -1.313 1.359
H: -3.316 -0.561 2.446
H: -2.955 -2.083 1.618
H: -1.723 -3.065 -0.657
H: -2.297 -2.307 -2.254
H: -4.644 -2.547 -2.955
H: -6.870 -3.545 -2.610
H: -7.308 -4.934 -0.613
H: -5.515 -5.356 1.035
H: -3.286 -4.357 0.716

## Properties
expectation value of S²	6.133
frontier orbital gap (alpha / beta)	5.78 / 5.19	eV
HOMO level (alpha / beta)	-0.481 / -0.546	hartree
charge	+2
2S+1	5

---

(2)
Formula: C11H14N7O2S2SbSe4Ti
Source: the Open Molecules 2025 dataset
Level of theory: wB97M-V/def2-TZVPD

Atoms and positions in Å:
Ti: 1.064 -0.585 -0.781
Se: 4.849 -3.789 -1.180
Sb: 2.605 -3.013 -0.641
Se: 3.265 0.122 -0.457
Se: 1.350 -1.980 -2.742
Se: 1.399 -5.184 -0.066
C: -2.796 -4.406 1.171
C: -1.907 -3.432 1.841
N: -1.895 -3.130 3.096
N: -0.853 -2.229 3.188
C: -0.240 -1.989 2.022
S: 1.136 -1.078 1.707
N: -0.920 -2.755 1.164
N: -0.640 -2.727 -0.181
H: -3.453 -4.861 1.912
H: -2.187 -5.174 0.693
H: -3.398 -3.905 0.410
H: -0.616 -1.811 4.060
H: -1.479 -2.505 -0.699
H: -0.231 -3.640 -0.458
O: 0.380 0.861 -1.850
C: -0.743 0.896 -1.282
C: -1.851 1.874 -1.584
C: -2.920 1.434 -0.595
C: -2.387 0.109 -0.043
O: -3.044 -0.649 0.638
N: -1.089 -0.092 -0.466
H: -2.150 1.745 -2.624
H: -1.509 2.895 -1.440
H: -3.907 1.291 -1.026
H: -3.000 2.128 0.243
S: 0.175 2.655 1.026
C: 1.310 3.617 0.270
N: 2.485 3.005 -0.092
C: 3.482 3.642 -0.666
C: 3.376 4.986 -0.906
C: 2.152 5.579 -0.580
N: 1.148 4.947 -0.034
H: 2.544 1.934 0.013
H: 4.335 3.028 -0.930
H: 4.185 5.554 -1.341
H: 1.979 6.632 -0.789

## Properties
frontier orbital gap	4.49	eV
energy above the lowest of the compared OMol25 structures with the same formula, charge and spin	129.4	kJ/mol
HOMO level	-0.012	hartree
charge	-2

---

(3)
Formula: C17H26O5
Source: the Open Molecules 2025 dataset
Level of theory: wB97M-V/def2-TZVPD

Atoms and positions in Å:
C: -1.847 1.359 3.854
C: -0.985 0.654 2.800
C: 0.374 0.231 3.342
C: 1.468 -0.010 2.282
C: 1.893 -1.473 2.073
C: 2.036 -1.942 0.620
C: 0.785 -2.593 0.041
C: -0.478 -1.737 0.194
C: -1.599 -2.101 -0.809
C: -2.013 -1.027 -1.754
C: -1.339 -0.303 -2.660
C: 0.102 -0.261 -3.047
C: 0.684 1.148 -2.968
O: 0.284 1.769 -1.745
C: 0.887 2.950 -1.417
C: 2.372 3.071 -1.609
O: 0.225 3.838 -0.918
C: -2.311 0.551 -3.371
O: -2.124 1.332 -4.287
O: -3.565 0.329 -2.835
C: -3.440 -0.605 -1.838
O: -4.372 -0.985 -1.171
H: -1.525 1.079 4.853
H: -2.884 1.051 3.762
H: -1.819 2.437 3.743
H: -0.840 1.310 1.946
H: -1.541 -0.205 2.431
H: 0.270 -0.659 3.960
H: 0.717 1.020 4.011
H: 2.351 0.534 2.607
H: 1.160 0.434 1.341
H: 2.865 -1.600 2.542
H: 1.212 -2.147 2.589
H: 2.369 -1.138 -0.038
H: 2.824 -2.694 0.593
H: 0.638 -3.549 0.540
H: 0.943 -2.804 -1.015
H: -0.879 -1.916 1.185
H: -0.229 -0.687 0.092
H: -1.290 -2.953 -1.414
H: -2.489 -2.411 -0.271
H: 0.199 -0.587 -4.079
H: 0.656 -0.937 -2.402
H: 0.271 1.724 -3.791
H: 1.763 1.125 -3.059
H: 2.791 3.363 -0.653
H: 2.850 2.153 -1.927
H: 2.580 3.862 -2.321

## Properties
SMILES	CCCCCCCCCC1=C(CCOC(C)=O)C(=O)OC1=O
frontier orbital gap	9.76	eV
energy above the lowest of the compared OMol25 structures with the same formula, charge and spin	0.0	kJ/mol
HOMO level	-0.387	hartree

---

(4)
Formula: C3H10N2O2
Source: the Open Molecules 2025 dataset
Level of theory: wB97M-V/def2-TZVPD

Atoms and positions in Å:
C: 1.721 -1.457 -0.674
N: 0.823 -1.413 0.445
C: 0.939 -0.470 1.317
O: 0.234 -0.600 2.474
H: 2.099 -2.477 -0.790
H: 2.564 -0.756 -0.587
H: 1.156 -1.211 -1.579
H: 1.866 0.087 1.489
H: -0.419 -1.297 2.316
C: -2.137 1.133 -0.887
N: -0.742 0.749 -0.908
O: 0.089 1.280 0.401
H: -2.563 0.969 -1.881
H: -2.288 2.182 -0.608
H: -2.661 0.505 -0.157
H: -0.245 1.343 -1.570
H: -0.436 1.433 1.201

## Properties
SMILES	C/N=C/O.CNO
frontier orbital gap	9.43	eV
energy above the lowest of the compared OMol25 structures with the same formula, charge and spin	467.4	kJ/mol
HOMO level	-0.316	hartree

---

(5)
Formula: C20H27F8N3O
Source: the Open Molecules 2025 dataset
Level of theory: wB97M-V/def2-TZVPD

Atoms and positions in Å:
H: -1.541 -5.019 -0.158
N: -1.547 -4.635 0.787
C: -2.015 -3.462 0.800
C: -2.166 -2.675 2.082
C: -0.939 -1.785 2.509
C: -0.882 -1.739 3.988
N: -0.827 -1.650 5.129
C: -1.174 -0.328 2.045
C: -1.008 -0.146 0.539
O: -1.972 0.801 0.083
C: -1.530 1.596 -0.981
C: -2.738 2.034 -1.809
F: -3.324 3.090 -1.219
F: -3.676 1.055 -1.888
C: -2.362 2.435 -3.261
F: -3.205 3.364 -3.695
F: -1.126 2.980 -3.226
C: -2.366 1.285 -4.330
F: -3.620 1.136 -4.764
F: -1.617 1.716 -5.350
C: -1.834 -0.110 -3.878
F: -2.445 -1.061 -4.591
F: -0.510 -0.171 -4.125
C: 0.427 -2.349 2.006
C: 0.701 -3.654 2.644
N: 0.932 -4.625 3.205
C: 1.651 -1.435 2.282
C: 2.789 -1.704 1.284
C: 2.837 -0.852 0.009
C: 3.312 0.601 0.181
C: 2.253 1.644 0.546
C: 2.803 3.086 0.525
C: 2.369 3.874 -0.713
H: -2.371 -2.968 -0.117
H: -2.435 -3.354 2.894
H: -3.009 -1.992 1.936
H: -0.497 0.341 2.581
H: -2.189 -0.031 2.319
H: -1.163 -1.091 -0.003
H: 0.000 0.215 0.316
H: -0.812 1.069 -1.621
H: -1.039 2.515 -0.634
H: -1.999 -0.319 -2.824
H: 0.364 -2.539 0.929
H: 1.350 -0.388 2.285
H: 2.015 -1.646 3.292
H: 3.754 -1.607 1.793
H: 2.724 -2.759 0.985
H: 3.546 -1.347 -0.665
H: 1.871 -0.873 -0.519
H: 3.751 0.925 -0.772
H: 4.130 0.627 0.913
H: 1.443 1.579 -0.193
H: 1.808 1.441 1.525
H: 3.897 3.051 0.576
H: 2.474 3.625 1.420
H: 2.792 3.453 -1.630
H: 1.277 3.855 -0.806
H: 2.668 4.922 -0.638

## Properties
SMILES	[H]/N=C/C[C@](C#N)(CCOCC(F)(F)C(F)(F)C(F)(F)C(F)F)[C@H](C#N)CCCCCCC
frontier orbital gap	10.77	eV
HOMO level	-0.391	hartree

---

(6)
Formula: C5H16NO3
Source: the Open Molecules 2025 dataset
Level of theory: wB97M-V/def2-TZVPD

Atoms and positions in Å:
C: 1.534 -0.154 0.573
O: 2.475 0.091 -0.422
C: 0.507 0.964 0.722
C: -0.656 0.598 1.643
C: -1.886 -0.028 0.954
C: -1.725 -1.435 0.463
N: 1.254 2.127 1.240
H: 2.047 -0.203 1.535
H: 1.046 -1.134 0.418
H: 0.087 1.251 -0.254
H: -0.984 1.497 2.194
H: -0.305 -0.054 2.443
H: -2.197 0.675 0.185
H: -2.663 0.039 1.717
H: -0.919 -1.507 -0.282
H: -2.636 -1.828 -0.008
H: -1.382 -2.120 1.243
H: 2.178 2.072 0.828
H: 0.771 2.982 1.008
H: -0.611 -1.799 -2.670
H: 0.425 -1.111 -3.535
O: -0.254 -1.824 -3.561
H: 1.967 0.151 -1.498
H: 0.529 0.548 -2.344
O: 1.400 0.204 -2.591

## Properties
frontier orbital gap	7.95	eV
energy above the lowest of the compared OMol25 structures with the same formula, charge and spin	15.4	kJ/mol
HOMO level	-0.160	hartree
charge	-1

---

(7)
Formula: CH7N6
Source: the Open Molecules 2025 dataset
Level of theory: wB97M-V/def2-TZVPD

Atoms and positions in Å:
C: -0.019 -0.413 0.777
N: -2.673 -0.195 -0.481
N: -1.875 0.889 0.464
N: -2.255 -1.231 -0.589
N: -0.570 0.661 0.213
N: 1.201 -0.884 0.444
N: 1.834 -0.160 -0.548
H: -0.526 -0.886 1.462
H: -3.548 0.158 -0.897
H: -1.980 1.879 0.354
H: 1.330 -1.894 0.433
H: 0.033 1.208 -0.565
H: 2.849 -0.148 -0.419
H: 1.649 -0.619 -1.435

## Properties
frontier orbital gap	9.84	eV
energy above the lowest of the compared OMol25 structures with the same formula, charge and spin	458.7	kJ/mol
HOMO level	-0.493	hartree
charge	+1

---

- Which formula does entry 7 have?
  CH7N6